Version i
15 unconnected molecules or ions with the total composition H30O15, computed with the ωB97M-V functional and the def2-TZVPD basis.

ORCA input file:
```
! wB97M-V def2-TZVPD RIJCOSX def2/J DEFGRID3
* xyz 0 1
O 13.388 -3.273 -10.974
H 13.611 -3.763 -10.139
H 12.412 -3.200 -10.876
O 16.210 -3.684 -9.603
H 15.796 -4.235 -10.248
H 16.710 -3.010 -10.119
O 17.254 -1.283 -7.284
H 17.942 -1.606 -7.870
H 17.397 -0.301 -7.139
O 15.785 -7.000 -9.035
H 16.659 -6.606 -8.849
H 15.325 -7.008 -8.188
O 13.715 -5.186 -9.067
H 13.041 -5.912 -8.992
H 14.608 -5.552 -9.217
O 13.428 -6.945 -11.497
H 13.986 -7.252 -12.260
H 14.179 -6.334 -11.263
O 19.519 -3.316 -9.385
H 19.536 -3.674 -8.478
H 19.693 -2.362 -9.253
O 17.481 -1.840 -11.066
H 18.260 -2.464 -11.147
H 16.857 -2.040 -11.822
O 16.576 -4.399 -6.643
H 15.904 -4.787 -6.022
H 15.932 -4.042 -7.293
O 15.257 -2.286 -12.522
H 14.523 -2.763 -12.079
H 14.788 -1.688 -13.041
O 14.707 -2.672 -7.570
H 15.228 -2.040 -7.125
H 15.177 -2.836 -8.387
O 17.273 0.601 -9.695
H 17.280 -0.339 -9.948
H 16.623 0.655 -8.976
O 14.267 -0.352 -10.774
H 14.518 0.161 -11.535
H 14.585 -1.232 -10.938
O 15.437 -5.387 -11.628
H 15.340 -5.247 -12.559
H 16.329 -5.819 -11.572
O 18.056 -5.663 -8.759
H 17.827 -4.789 -9.096
H 18.066 -5.650 -7.818
*
```

Summary:
orbital gap: 10.3 eV

Mulliken atomic charge list, values in e, 6 entries: atom 1 (O): -0.61, atom 2 (H): 0.24, atom 3 (H): 0.27, atom 4 (O): 0.77, atom 5 (H): -0.29, atom 6 (H): 0.28

***

Version ii
15 unconnected molecules or ions with the total composition H30O15, computed with the ωB97M-V functional and the def2-TZVPD basis.

ORCA input file:
```
! wB97M-V def2-TZVPD RIJCOSX def2/J DEFGRID3
* xyz 0 1
O 1.042 -2.934 -0.790
H 1.561 -3.671 -0.401
H 0.519 -2.435 -0.353
O 2.715 -1.011 2.330
H 2.867 -0.302 3.066
H 3.372 -1.640 2.392
O -1.728 3.618 0.501
H -2.117 3.794 -0.368
H -1.053 3.079 0.317
O -4.274 2.058 0.934
H -4.045 2.537 1.585
H -3.986 1.121 1.204
O -2.815 0.053 -1.323
H -2.657 0.639 -0.585
H -3.508 0.519 -1.862
O 0.685 -3.513 -3.590
H 0.978 -2.784 -3.846
H 1.150 -3.440 -2.651
O -2.597 -1.956 0.473
H -2.635 -1.187 1.089
H -2.727 -1.586 -0.326
O 0.033 -0.291 -1.916
H -0.028 -0.188 -0.888
H -0.858 -0.670 -2.318
O 0.139 0.030 1.510
H 0.993 0.250 1.744
H -0.091 -0.779 1.854
O 3.196 1.374 2.302
H 3.250 1.973 3.069
H 2.670 1.854 1.673
O 2.969 1.138 -0.960
H 3.525 0.531 -0.517
H 2.126 0.495 -1.057
O 2.342 -1.045 -3.386
H 1.737 -0.679 -2.731
H 2.872 -1.598 -2.911
O -1.242 2.102 -3.682
H -1.384 1.756 -4.473
H -1.209 1.540 -2.942
O 0.703 -1.111 3.578
H 0.541 -0.513 4.193
H 1.503 -1.744 3.928
O -1.845 1.449 2.255
H -1.062 0.931 2.095
H -1.627 2.236 1.784
*
```

Summary:
orbital gap: 9.9 eV

Mulliken atomic charge list, values in e, 6 entries: atom 1 (O): -0.53, atom 2 (H): 0.28, atom 3 (H): 0.24, atom 4 (O): -0.60, atom 5 (H): 0.36, atom 6 (H): 0.22

***

Version iii
15 unconnected molecules or ions with the total composition H30O15, computed with the ωB97M-V functional and the def2-TZVPD basis.

ORCA input file:
```
! wB97M-V def2-TZVPD RIJCOSX def2/J DEFGRID3
* xyz 0 1
H 0.827 -0.367 -0.833
H -0.380 -0.062 0.058
H 4.878 -0.630 -1.755
H 4.171 0.638 -1.232
H -3.295 -0.321 1.697
H -2.336 -1.390 2.403
H 1.081 -2.287 2.226
H 2.277 -3.369 2.004
H -4.556 -0.809 -2.085
H -3.966 0.247 -3.003
H -2.151 1.429 -2.238
H -1.179 0.259 -2.491
H 0.418 1.659 4.196
H 0.062 0.175 4.191
H -0.819 -2.286 -1.176
H -1.219 -2.071 -2.628
H -4.335 3.120 1.003
H -3.998 2.196 -0.264
H 1.289 4.068 0.206
H 0.663 4.459 -1.085
H -1.125 1.672 -0.453
H -1.642 1.234 0.908
H 1.728 -1.594 -2.803
H 0.908 -2.508 -1.988
H 2.361 2.021 0.296
H 3.017 2.241 -1.029
H 4.017 0.346 0.480
H 3.728 -0.971 -0.231
H -0.757 -2.571 2.188
H -0.110 -3.669 1.545
O 0.411 0.389 -0.410
O 4.923 0.317 -1.675
O -3.229 -1.093 2.380
O 1.873 -2.481 1.720
O -3.796 -0.454 -2.398
O -1.691 0.655 -1.843
O 0.799 0.756 4.378
O -1.425 -2.545 -1.809
O -4.043 2.237 0.770
O 0.641 3.698 -0.489
O -1.662 1.985 0.352
O 0.798 -1.978 -2.770
O 3.274 2.242 -0.082
O 4.138 -0.632 0.555
O -0.956 -3.206 1.556
*
```

Summary:
orbital gap: 9.5 eV

Mulliken atomic charge list, values in e, 6 entries: atom 1 (H): 0.17, atom 2 (H): 0.22, atom 3 (H): 0.33, atom 4 (H): 0.23, atom 5 (H): 0.35, atom 6 (H): 0.25

***

Version iv
15 unconnected molecules or ions with the total composition H30O15, computed with the ωB97M-V functional and the def2-TZVPD basis.

ORCA input file:
```
! wB97M-V def2-TZVPD RIJCOSX def2/J DEFGRID3
* xyz 0 1
O -0.736 -1.848 1.930
H -1.417 -1.998 2.601
H 0.038 -2.288 2.308
O 1.734 2.502 0.326
H 2.283 1.841 0.765
H 2.316 2.892 -0.328
O -3.495 1.823 -0.985
H -3.390 2.020 -1.895
H -2.540 1.725 -0.888
O -0.820 -3.203 -1.426
H -0.144 -2.496 -1.408
H -1.560 -2.933 -0.916
O 1.864 -2.738 0.271
H 1.201 -3.420 0.432
H 1.804 -2.485 -0.644
O 0.916 -0.175 3.156
H 0.780 -0.285 4.120
H 0.260 -0.769 2.775
O 0.062 -0.376 -0.453
H -0.198 -0.831 0.328
H -0.228 0.457 -0.203
O 1.897 0.996 -2.161
H 1.506 0.422 -1.487
H 2.792 1.105 -1.813
O -0.435 1.367 -3.578
H 0.309 1.460 -2.964
H -0.522 2.245 -3.964
O 1.554 -1.884 -2.460
H 0.960 -1.599 -3.105
H 1.718 -2.841 -2.651
O 0.297 2.523 2.904
H 0.174 1.608 2.515
H 0.950 2.893 2.309
O 2.533 -0.222 0.840
H 1.743 -0.592 0.418
H 2.553 -0.653 1.692
O -3.134 -0.977 0.126
H -3.109 -1.959 0.199
H -2.682 -0.628 -0.658
O -0.895 2.214 -0.761
H -0.134 2.558 -1.228
H -0.906 2.624 0.093
O -1.713 0.838 2.101
H -1.627 -0.094 1.945
H -2.574 1.168 1.800
*
```

Summary:
orbital gap: 9.6 eV

Mulliken atomic charge list, values in e, 6 entries: atom 1 (O): -0.68, atom 2 (H): 0.27, atom 3 (H): 0.29, atom 4 (O): -0.57, atom 5 (H): 0.31, atom 6 (H): 0.25

***

Most stable: version i (next structure +14.9 kcal/mol)

***

Version i
A molecular structure, C7H15F2N7O3RhSe, computed with the ωB97M-V functional and the def2-TZVPD basis.

ORCA input file:
```
! wB97M-V def2-TZVPD RIJCOSX def2/J DEFGRID3
* xyz 1 1
Rh 0.047 -0.060 0.066
N 2.138 0.654 0.321
N 2.304 2.040 0.401
C 1.207 2.835 0.253
N 1.328 4.135 0.434
N 0.130 2.161 -0.126
N -1.116 2.839 -0.240
O -2.046 2.126 -0.476
O -1.172 4.056 -0.111
H 2.322 0.239 1.227
H 2.762 0.258 -0.369
H 3.172 2.414 0.739
H 2.193 4.546 0.741
H 0.496 4.697 0.332
Se -4.476 -0.716 0.023
C -2.771 -0.881 -0.122
N -1.593 -1.056 -0.284
F -1.482 0.670 2.057
C -0.313 0.059 1.921
F 0.623 0.864 2.527
H -0.315 -0.906 2.420
C 1.113 -5.063 -1.567
N 0.922 -3.942 -0.634
C 0.136 -4.184 0.588
C 1.397 -2.739 -0.858
C 2.110 -2.448 -2.148
O 1.276 -1.835 0.032
H 1.031 -5.989 -1.007
H 2.099 -5.030 -2.020
H 0.356 -5.058 -2.351
H -0.458 -5.082 0.443
H -0.525 -3.343 0.770
H 0.791 -4.314 1.449
H 1.586 -2.864 -3.007
H 3.116 -2.874 -2.126
H 2.193 -1.371 -2.271
*
```

Summary:
orbital gap: 6.3 eV

Mulliken atomic charge list, values in e, 6 entries: atom 1 (Rh): 0.61, atom 2 (N): -0.18, atom 3 (N): -0.43, atom 4 (C): 0.65, atom 5 (N): -0.31, atom 6 (N): -0.42

***

Version ii
A molecular structure, C7H15F2N7O3RhSe, computed with the ωB97M-V functional and the def2-TZVPD basis.

ORCA input file:
```
! wB97M-V def2-TZVPD RIJCOSX def2/J DEFGRID3
* xyz 1 1
Rh 0.474 -0.160 -0.292
N 1.193 -1.404 1.179
N 2.265 -0.817 1.874
C 2.442 0.528 1.822
N 3.362 1.024 2.631
N 1.692 1.195 0.922
N 1.783 2.580 0.833
O 1.108 3.060 -0.044
O 2.587 3.199 1.507
H 0.449 -1.647 1.835
H 1.480 -2.253 0.689
H 2.751 -1.389 2.546
H 3.848 0.434 3.285
H 3.504 2.024 2.631
Se -0.992 -2.044 -4.090
C -0.337 -1.872 -2.500
N 0.113 -1.755 -1.404
F -1.232 0.463 1.731
C -1.310 -0.184 0.535
F -1.743 -1.430 0.805
H -2.005 0.334 -0.127
C 0.278 4.074 -3.549
N -0.400 3.046 -2.761
C -1.801 3.272 -2.408
C 0.230 1.962 -2.353
C 1.657 1.746 -2.758
O -0.393 1.081 -1.696
H -0.388 4.926 -3.637
H 0.513 3.711 -4.549
H 1.188 4.407 -3.052
H -2.297 3.748 -3.250
H -1.866 3.923 -1.535
H -2.285 2.325 -2.199
H 1.710 1.635 -3.843
H 2.032 0.821 -2.323
H 2.298 2.578 -2.472
*
```

Summary:
orbital gap: 6.9 eV

Mulliken atomic charge list, values in e, 6 entries: atom 1 (Rh): 0.66, atom 2 (N): -0.48, atom 3 (N): -0.21, atom 4 (C): 0.66, atom 5 (N): -0.33, atom 6 (N): 0.00

***

Most stable: version ii (next structure +25.5 kcal/mol)

***

Version i
A molecular structure, H14NO10, computed with the ωB97M-V functional and the def2-TZVPD basis.

ORCA input file:
```
! wB97M-V def2-TZVPD RIJCOSX def2/J DEFGRID3
* xyz -1 1
N -0.113 -0.226 -0.039
O 0.360 0.782 -0.600
O -0.772 -0.122 0.970
O 0.095 -1.300 -0.493
O 2.778 -0.198 0.280
H 2.473 0.419 0.944
H 1.980 -0.610 -0.051
O -2.819 -0.640 0.525
H -1.940 -0.279 0.640
H -3.051 -0.988 1.386
O -0.522 2.457 -0.833
H -0.340 2.937 -1.641
H -0.527 1.537 -1.096
O 0.373 -2.802 -1.801
H 0.054 -2.253 -1.084
H 1.294 -2.559 -1.898
O -0.472 -1.390 2.377
H -0.348 -0.940 1.541
H 0.284 -1.971 2.452
O 1.472 0.852 -2.195
H 1.950 1.546 -1.741
H 0.839 0.535 -1.551
O -0.775 1.991 1.127
H -0.543 1.186 1.591
H -1.729 2.038 1.192
*
```

Summary:
orbital gap: 9.0 eV

Mulliken atomic charge list, values in e, 6 entries: atom 1 (N): 0.05, atom 2 (O): -0.33, atom 3 (O): -0.63, atom 4 (O): -0.60, atom 5 (O): -0.65, atom 6 (H): 0.32

***

Version ii
8 unconnected molecules or ions with the total composition H14NO10, computed with the ωB97M-V functional and the def2-TZVPD basis.

ORCA input file:
```
! wB97M-V def2-TZVPD RIJCOSX def2/J DEFGRID3
* xyz -1 1
N 8.075 20.005 26.578
O 7.099 19.305 26.876
O 7.853 21.178 26.244
O 9.199 19.465 26.423
O 8.637 16.732 25.703
H 9.118 16.273 26.419
H 8.455 17.615 26.116
O 11.172 18.181 24.962
H 11.985 18.699 24.953
H 10.446 18.697 25.256
O 10.739 21.112 24.891
H 10.133 20.868 25.563
H 11.588 20.722 25.058
O 4.637 18.697 28.494
H 5.461 19.209 28.234
H 3.937 19.295 28.709
O 8.371 20.988 22.933
H 8.836 21.639 22.393
H 8.198 21.380 23.765
O 5.195 22.872 25.685
H 5.803 22.961 26.394
H 5.762 22.764 24.948
O 5.487 19.696 24.197
H 4.697 20.057 24.639
H 6.206 20.053 24.686
*
```

Summary:
orbital gap: 9.7 eV

Mulliken atomic charge list, values in e, 6 entries: atom 1 (N): 1.09, atom 2 (O): -0.64, atom 3 (O): -0.63, atom 4 (O): -0.95, atom 5 (O): -0.63, atom 6 (H): 0.29

***

Most stable: version ii (next structure +314.6 kcal/mol)